{
  "formula": "C35H85CaN5O11",
  "method": "ωB97M-V/def2-TZVPD",
  "elements": ["Ca", "C", "O", "H", "H", "H", "C", "O", "H", "H", "H", "C", "C", "C", "C", "C", "C", "N", "O", "C", "C", "C", "H", "H", "H", "H", "H", "H", "H", "H", "H", "H", "H", "H", "H", "H", "H", "H", "H", "H", "H", "C", "O", "C", "C", "N", "C", "C", "O", "C", "H", "H", "H", "H", "H", "H", "H", "H", "H", "H", "H", "H", "H", "H", "H", "C", "O", "C", "C", "N", "C", "C", "O", "C", "H", "H", "H", "H", "H", "H", "H", "H", "H", "H", "H", "H", "H", "H", "H", "C", "O", "C", "C", "N", "C", "C", "O", "C", "H", "H", "H", "H", "H", "H", "H", "H", "H", "H", "H", "H", "H", "H", "H", "C", "O", "C", "C", "N", "C", "C", "O", "C", "H", "H", "H", "H", "H", "H", "H", "H", "H", "H", "H", "H", "H", "H", "H"],
  "positions_angstrom": [[-0.4215, -0.5258, 1.1516], [0.3740, -2.3035, 4.2067], [0.5846, -1.3897, 3.1088], [-0.6731, -2.3130, 4.5095], [0.3813, -3.3183, 3.8088], [1.0003, -2.2333, 5.0960], [-1.9753, 0.9889, -1.9654], [-1.4822, 0.4864, -0.7920], [-1.3515, 1.7803, -2.3810], [-1.8299, 0.2302, -2.7343], [-2.9971, 1.3672, -1.9942], [-3.9500, 7.0939, 1.9114], [-2.8936, 6.0297, 2.3574], [-3.4324, 4.6922, 1.7121], [-3.1999, 4.7146, 0.2162], [-1.7300, 4.8258, -0.1498], [-1.0268, 6.1173, 0.5136], [-1.4654, 6.2758, 1.9271], [-0.9038, 7.4007, 2.4841], [0.4777, 5.8349, 0.3850], [-1.2728, 7.4168, -0.2842], [-2.9901, 5.7407, 3.8819], [-3.7357, 8.0600, 2.3685], [-4.9389, 6.9064, 2.3299], [-4.0716, 7.2498, 0.8395], [-2.9453, 3.8719, 2.2392], [-4.4856, 4.4794, 1.8953], [-3.7794, 5.4695, -0.3151], [-3.4779, 3.7636, -0.2382], [-1.6564, 4.8272, -1.2373], [-1.1852, 3.9094, 0.0772], [0.7357, 5.1037, 1.1511], [0.7905, 5.4596, -0.5894], [0.9852, 6.7476, 0.6972], [-1.0473, 8.3369, 0.2550], [-0.7041, 7.4027, -1.2140], [-2.3276, 7.5189, -0.5393], [-3.9790, 5.5997, 4.3182], [-2.5232, 6.5973, 4.3680], [-2.2820, 4.9594, 4.1578], [-0.2257, 7.0896, 3.0882], [-4.1599, 2.4088, 5.2954], [-3.4652, 1.6860, 4.2704], [-4.1744, 1.5097, 3.0433], [-3.2420, 0.9245, 1.9652], [-2.4976, -0.2908, 2.2807], [-3.4480, -1.3953, 2.0736], [-2.6540, -2.7133, 1.7636], [-1.8281, -2.3265, 0.6333], [-2.3477, -2.7418, -0.6379], [-3.3664, 2.5587, 6.0276], [-4.9472, 1.7813, 5.7131], [-4.5869, 3.3879, 5.0784], [-4.4968, 2.5055, 2.7391], [-5.0279, 0.8408, 3.1537], [-2.5569, 1.6679, 1.5575], [-3.9099, 0.8417, 1.1077], [-2.2403, -0.2665, 3.2571], [-4.2120, -1.2547, 1.3090], [-4.1866, -1.3394, 2.8733], [-3.3308, -3.5270, 1.5027], [-2.0079, -3.0558, 2.5719], [-3.3042, -2.3128, -0.9367], [-2.3744, -3.8309, -0.6028], [-1.6608, -2.6076, -1.4735], [4.3359, -3.8146, 3.2951], [4.9411, -2.5534, 2.9309], [4.0434, -1.4164, 3.0365], [4.6548, -0.0921, 2.4142], [4.7199, -0.0987, 0.9898], [5.4686, 1.0203, 0.5316], [5.7687, 1.0608, -0.9544], [6.7578, 0.1832, -1.4763], [6.9330, 0.2658, -2.8998], [3.7735, -3.7508, 4.2266], [5.0919, -4.5996, 3.3161], [3.6294, -4.1291, 2.5269], [3.7693, -1.2089, 4.0709], [3.0439, -1.5827, 2.6347], [5.6119, 0.1700, 2.8652], [4.0139, 0.7537, 2.6630], [5.4049, -0.8149, 0.7948], [6.4885, 1.0798, 0.9117], [5.0456, 1.9856, 0.8101], [6.0503, 2.0903, -1.1758], [4.8617, 0.9349, -1.5456], [7.8652, -0.2548, -3.1190], [7.0309, 1.3045, -3.2156], [6.0550, -0.1898, -3.3577], [-0.2735, 2.4647, 3.0427], [0.1811, 1.7034, 1.9003], [1.5216, 1.9990, 1.4599], [1.7552, 1.4786, 0.0501], [1.7745, 0.0443, 0.2574], [1.7865, -0.5397, -1.0916], [1.8959, -2.0460, -0.8683], [0.8542, -2.4553, -0.0315], [1.0866, -3.8096, 0.3756], [-0.4471, 3.5022, 2.7572], [0.3910, 2.4679, 3.9067], [-1.2688, 2.1835, 3.3869], [2.2882, 1.6606, 2.1569], [1.6532, 3.0807, 1.4343], [2.6885, 1.8310, -0.3890], [0.9563, 1.7935, -0.6213], [2.6763, -0.1689, 0.6592], [2.5994, -0.2296, -1.7481], [0.8180, -0.3183, -1.5399], [2.8681, -2.2016, -0.4006], [1.8904, -2.5565, -1.8314], [0.9715, -4.5239, -0.4397], [0.3912, -4.0713, 1.1731], [2.0813, -3.9921, 0.7822], [-0.2676, -9.9200, -7.8833], [0.2391, -8.7732, -8.4083], [-0.3096, -7.5147, -7.8876], [0.2306, -7.2587, -6.4865], [-0.3700, -6.1520, -5.8156], [0.2934, -5.7890, -4.5349], [-0.3966, -4.5571, -3.8980], [-0.0194, -3.4587, -4.6727], [-0.4968, -2.2027, -4.2545], [0.0404, -10.7748, -8.4855], [-1.3544, -9.9662, -7.8140], [0.0595, -10.0869, -6.8571], [-1.3961, -7.5998, -7.8723], [0.0640, -6.7294, -8.5447], [1.3083, -7.1155, -6.5648], [0.0447, -8.1125, -5.8349], [-0.4757, -5.3529, -6.4240], [1.3829, -5.7556, -4.5409], [-0.1325, -6.5699, -3.9049], [0.0086, -4.4423, -2.8926], [-1.4819, -4.6577, -3.8952], [-0.0719, -1.4120, -4.8728], [-0.1541, -1.9567, -3.2494], [-1.5868, -2.1959, -4.2486]],
  "mulliken_charge": [2.45, -1.34, -0.67, 0.30, 0.33, 0.26, -1.01, -0.75, 0.30, 0.03, 0.25, -1.85, 1.10, 0.58, -1.49, -0.33, 1.75, 0.94, -0.59, -2.05, -1.81, -1.72, 0.41, 0.43, 0.30, -1.20, 1.07, 0.50, 0.41, 0.53, -0.56, 0.36, 0.37, 0.45, 0.37, 0.46, 0.34, 0.23, 0.49, 0.20, 0.32, -0.89, -0.24, -0.84, -0.20, -0.12, -0.97, -0.82, 0.35, -1.06, 0.30, 0.30, 0.25, 0.32, 0.64, -0.56, 0.64, 0.29, 0.45, 0.50, 0.56, 0.18, 0.33, 0.45, -0.01, -0.44, -0.42, 0.20, -1.14, 0.01, -1.02, -0.71, -0.37, -0.70, 0.30, 0.29, 0.02, 0.43, -0.27, 0.61, 0.36, 0.32, 0.48, 0.52, 0.47, 0.31, 0.25, 0.32, 0.25, -0.73, 0.33, -0.54, -0.72, 2.07, -0.67, -1.20, 0.75, -0.88, -0.16, 0.36, 0.20, 0.03, 0.37, 0.35, 0.29, -1.54, 0.43, 0.04, 0.40, 0.35, 0.21, 0.20, 0.03, -0.71, -0.35, -0.51, -0.49, -0.29, -0.86, 0.22, -0.41, -0.37, 0.26, 0.31, 0.28, 0.38, 0.31, 0.24, 0.30, 0.24, 0.35, 0.38, -0.20, 0.35, 0.37, -0.24, 0.37],
  "fmax_ha_per_bohr": 0.0593,
  "total_charge": 0,
  "lumo_ev": 0.6
}